(1)
The following is a quantum chemistry calculation of a cluster of 2 separate species, C6H19NSi2 in total in a non-equilibrium geometry, from the OMol25 dataset.

Structure (XYZ):
```
28
C6H19NSi2 wB97M-V/def2-TZVPD
C -1.57 3.44 -0.29
C -0.24 -4.55 0.57
C -1.71 -1.80 0.50
C 2.58 2.66 0.13
C 0.87 0.93 -1.89
C -0.58 2.61 0.57
N 0.80 -2.14 -0.92
Si 0.01 -2.64 0.56
Si 0.91 1.97 -0.46
H -2.68 3.17 -0.02
H -1.36 4.40 0.02
H -1.45 3.25 -1.45
H -0.59 -4.78 1.50
H -0.84 -4.68 -0.24
H 0.67 -5.00 0.48
H -2.04 -1.59 -0.47
H -2.42 -2.21 1.04
H -1.71 -0.83 0.88
H 2.92 3.37 -0.55
H 2.65 3.08 1.10
H 3.26 1.92 0.23
H 1.09 -1.19 -0.94
H 0.06 0.43 -2.11
H 1.48 1.14 -2.67
H -1.24 1.83 0.83
H -0.21 3.03 1.41
H 1.49 -2.78 -1.31
H 0.68 -2.00 1.86
```

Output
**HOMO-LUMO gap**: 8.56 eV
**Molecular weight**: 161.4 g mol⁻¹
**Structure (SMILES)**: C=[Si](C)CC.C[SiH](C)N
**ΔE to the lowest compared entry with this formula, charge and spin**: 5.6497 eV
**Lowest unoccupied orbital energy**: 0.61 eV
**Energy**: -873.63793 a.u.

=====

(2)
The following is a quantum chemistry calculation of a structure of composition C6H20Cl2CrO6S in a non-equilibrium geometry, from the OMol25 dataset.

Structure (XYZ):
```
36
C6H20Cl2CrO6S wB97M-V/def2-TZVPD
Cr -1.05 0.45 0.73
Cl -2.55 0.48 -1.13
Cl 0.12 2.61 0.74
O 2.74 -0.04 -0.73
S 1.55 -0.48 -1.35
O 0.36 -0.62 -0.57
O 1.16 0.43 -2.54
C 2.14 1.40 -3.02
C 2.08 2.67 -2.22
C 1.88 -2.00 -2.17
H 1.81 1.60 -4.04
H 3.14 0.95 -3.02
H 2.44 2.60 -1.19
H 1.04 2.98 -2.11
H 2.57 3.49 -2.75
H 2.18 -2.72 -1.43
H 2.70 -1.75 -2.85
H 1.02 -2.30 -2.76
C 1.45 -0.54 2.51
O 0.12 -0.03 2.53
H 1.70 -0.87 1.52
H 2.18 0.23 2.79
H 1.57 -1.37 3.22
H -0.04 0.41 3.37
C -3.66 1.74 2.22
O -2.59 0.75 2.20
H -4.62 1.24 2.17
H -3.57 2.35 3.11
H -3.53 2.32 1.32
H -2.76 0.11 2.90
C -1.91 -2.82 0.08
O -1.63 -1.92 1.13
H -2.98 -3.08 0.06
H -1.73 -2.28 -0.84
H -1.33 -3.74 0.15
H -1.98 -2.25 1.96
```

Output
**HOMO-LUMO gap (spin up / spin down)**: 6.81 / 8.17 eV
**Molecular weight**: 343.2 g mol⁻¹
**Multiplicity**: 5
**ΔE to the lowest compared entry with this formula, charge and spin**: 0.1412 eV
**Lowest unoccupied orbital energy (spin up / spin down)**: -0.16 / -0.17 eV
**Energy**: -3055.12822 a.u.

=====

(3)
The following is a quantum chemistry calculation of a cluster of 4 separate species, C6H20N2O3 in total in a non-equilibrium geometry, from the OMol25 dataset.

Structure (XYZ):
```
31
C6H20N2O3 wB97M-V/def2-TZVPD
N -0.79 -2.24 2.69
C -0.47 -1.34 1.59
C 0.82 -1.88 0.88
C 1.92 -0.85 0.81
C 2.61 -0.56 -0.28
C -1.58 -1.12 0.57
N -1.22 -0.01 -0.30
C -2.32 0.45 -1.14
H -1.64 -1.94 3.17
H -0.99 -3.18 2.38
H -0.22 -0.37 1.97
H 0.56 -2.08 -0.15
H 1.21 -2.75 1.41
H 2.05 -0.22 1.69
H 3.33 0.24 -0.21
H 2.51 -1.07 -1.23
H -1.75 -1.94 -0.11
H -2.53 -0.92 1.10
H -0.82 0.79 0.16
H -2.76 -0.39 -1.70
H -1.95 1.16 -1.87
H -3.18 0.78 -0.53
H 0.07 2.22 -0.96
H 1.14 2.09 -2.13
O 0.67 2.69 -1.55
H 0.21 0.82 -3.92
H 0.49 -0.23 -2.84
O 0.91 0.48 -3.34
H 0.80 3.01 1.14
H -0.51 3.30 1.91
O -0.15 2.85 1.12
```

Output
**HOMO-LUMO gap**: 9.39 eV
**Molecular weight**: 168.2 g mol⁻¹
**Structure (SMILES)**: C=CC[C@H](N)CNC.O.O.O
**ΔE to the lowest compared entry with this formula, charge and spin**: 0.8066 eV
**Lowest unoccupied orbital energy**: 0.59 eV
**Energy**: -575.79422 a.u.

=====

(4)
The following is a quantum chemistry calculation of a structure of composition C6H20N3PtS in a non-equilibrium geometry, from the OMol25 dataset.

Structure (XYZ):
```
31
C6H20N3PtS wB97M-V/def2-TZVPD
C -1.12 -1.04 -3.49
Pt -0.30 0.03 -1.99
N 1.13 0.83 -3.40
H -1.14 -0.90 -0.95
H -1.55 1.06 -2.20
H -2.12 -1.34 -3.15
H -0.55 -1.95 -3.71
H -1.23 -0.45 -4.41
H 2.07 0.50 -3.18
H 1.14 1.85 -3.36
H 0.94 0.57 -4.37
C -1.91 1.56 1.19
N -0.91 0.63 1.74
C -1.42 -0.44 2.60
C 0.27 0.49 1.09
S 0.57 1.41 -0.36
N 1.19 -0.39 1.52
C 1.45 -0.60 2.95
C 2.32 -0.72 0.64
H -2.82 1.43 1.78
H -2.11 1.34 0.14
H -1.54 2.58 1.29
H -1.15 -1.43 2.23
H -1.08 -0.30 3.63
H -2.51 -0.34 2.61
H 1.30 -1.67 3.18
H 2.49 -0.35 3.16
H 0.81 0.02 3.58
H 1.96 -1.28 -0.23
H 2.81 0.21 0.29
H 3.02 -1.32 1.20
```

Output
**HOMO-LUMO gap (spin up / spin down)**: 6.70 / 5.54 eV
**Molecular weight**: 361.4 g mol⁻¹
**Charge**: +1
**Multiplicity**: 5
**ΔE to the lowest compared entry with this formula, charge and spin**: 0.0000 eV
**Lowest unoccupied orbital energy (spin up / spin down)**: -2.42 / -6.93 eV
**Energy**: -921.86515 a.u.

=====

(5)
The following is a quantum chemistry calculation of a cluster of 2 separate species, C6H20N3Si in total in a non-equilibrium geometry, from the OMol25 dataset.

Structure (XYZ):
```
30
C6H20N3Si wB97M-V/def2-TZVPD
C -2.95 1.41 -0.34
C 4.00 2.17 -0.30
C 0.73 -2.25 1.16
C -0.33 -1.44 -1.53
C -1.42 1.52 0.02
C 2.93 1.12 0.05
N 1.80 0.96 -0.50
N -1.01 0.45 0.89
N -2.33 -2.14 0.82
Si -0.42 -1.02 0.30
H -3.16 0.69 -1.08
H -3.40 1.08 0.57
H -3.23 2.44 -0.67
H 4.02 2.29 -1.43
H 4.97 1.99 -0.02
H 3.73 3.05 0.08
H 0.26 -3.30 1.04
H 1.66 -2.20 0.72
H 0.96 -2.41 2.21
H -1.16 -1.10 -2.16
H 0.60 -1.02 -2.02
H -0.21 -2.57 -1.57
H -0.91 1.55 -1.06
H -1.00 2.44 0.40
H 1.66 1.47 -1.29
H -0.92 0.70 1.85
H 3.15 0.50 0.93
H -2.26 -2.74 1.63
H -2.80 -1.24 1.23
H -2.97 -2.42 0.06
```

Output
**HOMO-LUMO gap**: 10.28 eV
**Molecular weight**: 162.3 g mol⁻¹
**Charge**: +1
**ΔE to the lowest compared entry with this formula, charge and spin**: 0.2498 eV
**Lowest unoccupied orbital energy**: -2.68 eV
**Energy**: -694.13047 a.u.

=====

(6)
The following is a quantum chemistry calculation of a structure of composition C6H20N4O9Sr in a non-equilibrium geometry, from the OMol25 dataset.

Structure (XYZ):
```
40
C6H20N4O9Sr wB97M-V/def2-TZVPD
Sr 0.12 0.36 -0.71
C -1.27 4.47 0.85
C -1.08 3.03 0.41
O -0.26 2.30 1.05
O -1.85 2.55 -0.46
H -2.33 4.70 1.03
H -0.91 5.11 0.04
H -0.78 4.65 1.81
C 4.02 -0.78 1.35
C 2.72 -0.17 0.90
O 2.75 0.88 0.21
O 1.62 -0.74 1.16
H 4.60 -1.19 0.51
H 3.93 -1.62 2.04
H 4.63 -0.01 1.83
C -2.41 -0.33 1.59
O -1.72 -0.56 0.59
N -3.60 -0.97 1.77
N -2.12 0.67 2.45
H -4.18 -0.69 2.54
H -3.90 -1.63 1.09
H -1.39 1.31 2.12
H -2.70 0.84 3.25
C 0.22 -3.17 -0.94
O -0.15 -2.11 -1.46
N 0.85 -3.23 0.26
N -0.03 -4.38 -1.52
H 1.16 -2.35 0.69
H 0.92 -4.12 0.71
H 0.23 -5.22 -1.06
H -0.53 -4.41 -2.39
O -1.85 0.24 -2.44
H -2.28 -0.57 -2.72
H -2.55 0.89 -2.30
O 0.75 2.27 -2.22
H 0.43 2.73 -2.99
H 1.64 2.62 -2.06
O 2.08 -0.38 -2.18
H 2.30 -0.56 -3.09
H 2.92 -0.41 -1.70
```

Output
**HOMO-LUMO gap**: 8.40 eV
**Molecular weight**: 379.9 g mol⁻¹
**Lowest unoccupied orbital energy**: 0.19 eV
**Energy**: -1167.83496 a.u.

=====

(7)
The following is a quantum chemistry calculation of a structure of composition C6H20O18S3V in a non-equilibrium geometry, from the OMol25 dataset.

Structure (XYZ):
```
48
C6H20O18S3V wB97M-V/def2-TZVPD
O 1.04 -1.05 -0.90
V 0.54 -0.27 0.43
O -1.01 0.03 0.33
S 2.02 5.22 -0.93
O 3.27 5.43 -0.27
O 2.16 5.62 -2.36
O 1.67 3.82 -0.87
O 0.95 6.00 -0.36
S 3.80 1.32 4.92
O 2.54 1.26 4.21
O 4.30 -0.03 5.09
O 4.72 2.08 4.08
O 3.54 2.02 6.14
S 1.99 -4.79 2.86
O 0.91 -3.90 2.43
O 3.25 -4.19 2.59
O 2.34 -4.74 4.27
O 1.88 -6.09 2.36
C -2.15 -1.97 6.23
O -3.03 -2.22 5.19
H -1.91 -2.90 6.74
H -1.21 -1.61 5.82
H -2.66 -1.32 6.95
H -2.51 -2.56 4.46
C -3.32 -4.52 -1.37
O -2.39 -5.56 -1.44
H -3.24 -3.89 -0.48
H -3.28 -3.76 -2.15
H -4.29 -5.01 -1.29
H -1.66 -5.23 -0.90
C -2.96 3.82 4.37
O -1.53 4.06 4.48
H -3.51 4.41 5.11
H -3.27 3.92 3.33
H -3.07 2.76 4.59
H -1.01 3.26 4.36
C -0.57 1.24 -7.68
C 0.66 1.22 -6.85
C 1.41 -0.06 -7.10
O 1.46 2.32 -7.30
H -0.40 1.12 -8.75
H -1.16 2.12 -7.42
H -1.17 0.37 -7.39
H 0.43 1.46 -5.81
H 1.73 -0.21 -8.13
H 0.79 -0.95 -6.95
H 2.27 -0.17 -6.43
H 1.64 2.10 -8.22
```

Output
**HOMO-LUMO gap**: 1.85 eV
**Molecular weight**: 527.4 g mol⁻¹
**Charge**: -5
**ΔE to the lowest compared entry with this formula, charge and spin**: 6.6200 eV
**Lowest unoccupied orbital energy**: 7.51 eV
**Energy**: -3732.71927 a.u.

=====

(8)
The following is a quantum chemistry calculation of a structure of composition C6H20O4 in a non-equilibrium geometry, from the OMol25 dataset.

Structure (XYZ):
```
30
C6H20O4 wB97M-V/def2-TZVPD
C -1.38 0.13 2.11
C -2.40 1.18 1.56
O -2.32 2.33 2.35
H -0.49 0.66 2.45
H -1.13 -0.59 1.33
H -1.65 -0.23 3.10
H -3.44 0.92 1.37
H -2.14 1.66 0.62
H -3.04 2.94 2.20
C 3.41 0.52 -2.02
C 2.29 -0.01 -2.96
O 1.63 -1.00 -2.18
H 3.98 -0.26 -1.52
H 2.98 1.09 -1.20
H 4.11 1.18 -2.53
H 2.60 -0.52 -3.87
H 1.58 0.79 -3.14
H 1.05 -0.54 -1.56
C 0.03 0.89 -0.80
O 0.38 -0.43 -0.96
H -0.42 1.17 -1.75
H -0.53 1.08 0.11
H 0.95 1.46 -0.70
H 0.20 -0.96 -0.18
C -1.38 -2.21 1.61
O -0.20 -1.67 0.91
H -2.24 -2.32 0.96
H -1.11 -3.24 1.85
H -1.53 -1.66 2.54
H 0.21 -2.30 0.31
```

Output
**HOMO-LUMO gap**: 8.35 eV
**Molecular weight**: 156.2 g mol⁻¹
**ΔE to the lowest compared entry with this formula, charge and spin**: 10.2077 eV
**Lowest unoccupied orbital energy**: 0.54 eV
**Energy**: -541.17958 a.u.